1) The following is a quantum chemistry calculation of a cluster of 2 separate species, C2H4N2OS in total, from the Open Molecules 2025 dataset.

Each line ends with the Löwdin charge.
Cartesian coordinates (Å):
S: 0.723 0.972 -0.780  0.931
O: -0.238 2.520 1.277  -0.105
N: 0.365 -0.706 -0.592  -0.397
N: -1.454 0.827 0.855  0.101
C: -0.354 1.454 0.610  -0.966
C: 0.926 -1.532 -1.480  -0.158
H: 0.719 -2.717 -1.267  0.108
H: -1.360 -0.253 0.903  0.063
H: 1.737 -1.395 -2.314  0.089
H: -1.065 0.830 2.788  0.334

Output
* lowest unoccupied orbital energy: -2.22 eV
* highest occupied orbital energy: -9.5 eV
* HOMO-LUMO gap: 7.289 eV

=====

2) The following is a quantum chemistry calculation of a cluster of 2 separate species, C2H4N2OS in total, from the Open Molecules 2025 dataset.

Each line ends with the Löwdin charge.
Cartesian coordinates (Å):
S: -1.180 -2.408 1.159  0.715
O: -1.263 -1.928 -1.504  0.023
N: -0.221 1.514 -0.446  0.094
N: 1.121 0.139 0.700  0.069
C: -1.139 -1.909 -0.321  -0.930
C: 0.108 0.215 -0.176  -0.232
H: 0.292 2.250 -0.044  0.070
H: 1.552 0.985 0.876  0.048
H: -1.058 1.743 -0.838  0.050
H: 1.788 -0.602 0.593  0.093

Output
* lowest unoccupied orbital energy: 0.82 eV
* highest occupied orbital energy: -8.7 eV
* HOMO-LUMO gap: 9.552 eV

=====

3) The following is a quantum chemistry calculation of the molecule C2H4N2OS, from the Open Molecules 2025 dataset.

Each line ends with the Löwdin charge.
Cartesian coordinates (Å):
S: 2.081 -0.369 -0.179  0.842
O: 0.679 1.874 0.099  0.036
N: -1.797 0.601 -0.240  0.148
N: -0.677 -1.437 0.010  0.079
C: 0.637 0.685 -0.013  -0.716
C: -0.714 -0.028 -0.088  -0.491
H: -1.538 1.589 -0.368  0.061
H: 0.036 -1.719 0.665  0.048
H: -1.615 -1.847 0.062  0.107
H: 2.906 0.651 0.052  -0.114

Output
* structure (SMILES): [H]/N=C(/N)C(=O)S
* lowest unoccupied orbital energy: 0.00 eV
* highest occupied orbital energy: -10.0 eV
* HOMO-LUMO gap: 10.049 eV

=====

4) The following is a quantum chemistry calculation of a cluster of 2 separate species, C2H4N2OS in total, from the Open Molecules 2025 dataset.

Each line ends with the Löwdin charge.
Cartesian coordinates (Å):
S: -3.260 -0.558 -0.221  0.684
O: -1.593 1.241 0.047  -0.111
N: -0.695 -0.893 0.018  0.091
N: -1.782 0.008 -0.072  -0.842
C: 2.415 0.247 0.128  -0.012
C: 1.601 1.077 -0.167  -0.024
H: -0.617 -1.799 -0.415  0.106
H: 3.134 -0.515 0.537  0.061
H: 0.660 1.605 -0.172  0.020
H: 0.137 -0.414 0.316  0.027

Output
* structure (SMILES): N[N+]([O-])=S.C#C
* lowest unoccupied orbital energy (alpha / beta): -0.70 / -0.70 eV
* highest occupied orbital energy (alpha / beta): -9.2 / -9.2 eV
* HOMO-LUMO gap (alpha / beta): 8.526 / 8.524 eV

=====

Of them, the most stable is 3) and the least stable is 1).